# 1
9 unconnected molecules or ions with the total composition C32H61F15O26P4 at a distorted geometry. Source: the OMol25 dataset; level of theory: ωB97M-V/def2-TZVPD.

Calculated values
- net charge = 0
- Kohn-Sham gap (eV) = 10.968
- SMILES = CCOC(=O)C(F)(F)F.CCOC(=O)C(F)(F)F.CCOC(=O)C(F)(F)F.CCOC(=O)C(F)(F)F.CCOC(=O)C(F)(F)F.COP(=O)(OC)OC.COP(=O)(OC)OC.COP(=O)(OC)OC.COP(=O)(OC)OC
- LUMO energy (eV) = 0.506

The geometry in XYZ format:
```
138
C32H61F15O26P4 | the OMol25 dataset | ωB97M-V/def2-TZVPD
C 8.05 1.78 -2.15
C 6.79 2.21 -1.50
O 6.95 2.82 -0.19
C 5.88 2.88 0.56
O 4.72 2.63 0.16
C 6.11 3.27 2.03
F 6.76 2.25 2.68
F 7.03 4.31 2.13
F 4.99 3.60 2.69
H 7.74 1.31 -3.07
H 8.43 0.95 -1.58
H 8.80 2.53 -2.26
H 6.10 1.38 -1.36
H 6.25 2.85 -2.13
C 1.98 3.79 -0.91
C 1.69 4.71 0.29
O 0.99 4.11 1.39
C -0.32 4.35 1.35
O -0.90 4.97 0.51
C -1.02 3.84 2.62
F -2.37 4.07 2.72
F -0.85 2.51 2.70
F -0.38 4.41 3.64
H 2.42 4.40 -1.70
H 1.11 3.22 -1.36
H 2.74 3.05 -0.63
H 1.20 5.58 -0.11
H 2.66 5.07 0.66
C 7.91 -5.38 -0.22
C 7.62 -4.01 -0.73
O 6.38 -3.54 -0.08
C 6.24 -2.23 0.15
O 7.08 -1.44 -0.09
C 4.93 -1.83 0.83
F 4.13 -2.86 1.09
F 5.13 -1.15 1.95
F 4.18 -1.10 -0.04
H 7.13 -6.08 -0.28
H 8.24 -5.40 0.84
H 8.71 -5.83 -0.77
H 7.27 -3.97 -1.75
H 8.43 -3.35 -0.64
C -3.15 1.17 -6.26
C -1.78 1.37 -5.82
O -1.19 0.10 -5.27
C -0.47 -0.58 -6.20
O -0.32 -0.24 -7.32
C 0.08 -1.90 -5.50
F -0.53 -2.28 -4.41
F 0.04 -2.87 -6.45
F 1.36 -1.61 -5.05
H -3.26 0.40 -7.07
H -3.49 2.08 -6.74
H -3.80 0.99 -5.43
H -1.61 2.09 -5.00
H -1.19 1.73 -6.64
C -4.62 -5.59 -2.84
C -5.06 -4.43 -2.02
O -4.57 -3.21 -2.72
C -5.26 -2.90 -3.78
O -6.24 -3.42 -4.19
C -4.67 -1.70 -4.66
F -5.66 -0.96 -5.19
F -3.91 -0.95 -3.91
F -3.89 -2.12 -5.63
H -3.56 -5.73 -2.91
H -4.95 -5.39 -3.88
H -5.10 -6.56 -2.52
H -4.67 -4.33 -1.05
H -6.13 -4.59 -1.95
C -0.69 -3.84 0.92
O -1.76 -4.41 1.71
P -3.02 -3.47 1.97
O -3.80 -3.04 0.77
O -3.94 -4.41 2.92
C -3.44 -4.82 4.15
O -2.48 -2.35 2.99
C -2.73 -0.95 2.93
H -0.19 -4.66 0.35
H 0.07 -3.26 1.44
H -1.12 -3.17 0.19
H -2.96 -3.93 4.59
H -2.70 -5.57 3.94
H -4.20 -5.19 4.79
H -3.45 -0.73 3.73
H -3.27 -0.62 2.05
H -1.81 -0.46 3.15
C 0.20 2.47 6.07
O 1.46 2.99 6.46
P 2.64 2.02 6.86
O 3.88 2.74 6.96
O 2.20 1.13 8.08
C 2.16 1.73 9.38
O 2.51 0.88 5.78
C 3.42 0.99 4.66
H -0.48 3.34 6.26
H -0.04 1.55 6.56
H 0.19 2.36 4.93
H 1.14 1.83 9.81
H 2.71 2.65 9.42
H 2.69 1.03 10.00
H 3.37 -0.03 4.29
H 4.36 1.32 5.01
H 3.01 1.72 3.96
C -7.27 3.11 -2.74
O -6.56 2.48 -1.73
P -5.34 1.54 -2.10
O -4.68 1.86 -3.32
O -4.44 1.63 -0.78
C -3.60 2.71 -0.51
O -5.76 0.03 -1.92
C -6.20 -0.45 -0.64
H -8.27 2.65 -2.83
H -6.71 3.02 -3.70
H -7.35 4.19 -2.44
H -2.93 3.01 -1.32
H -2.96 2.40 0.34
H -4.24 3.56 -0.27
H -5.30 -0.64 -0.06
H -6.70 -1.40 -0.87
H -7.00 0.12 -0.12
C 1.21 0.48 1.71
O -0.16 -0.05 1.40
P -0.26 -0.34 -0.17
O 0.78 -1.09 -0.89
O -1.67 -1.01 -0.09
C -2.48 -1.28 -1.23
O -0.39 1.18 -0.77
C -0.31 1.36 -2.19
H 1.81 -0.41 1.66
H 1.15 0.81 2.72
H 1.41 1.21 0.95
H -2.94 -0.32 -1.53
H -3.24 -2.01 -0.97
H -1.91 -1.66 -2.06
H 0.70 1.54 -2.46
H -0.94 2.21 -2.44
H -0.66 0.49 -2.73
```

These are the Mulliken partial charges, in e, on atoms 1 to 8: -1.344, 0.042, -0.328, 0.268, -0.529, 0.915, -0.250, -0.284

---

# 2
A molecular structure, C31H57CeN2O2P2S at a distorted geometry. Source: the OMol25 dataset; level of theory: ωB97M-V/def2-TZVPD.

Calculated values
- net charge = +3
- Kohn-Sham gap (alpha / beta) (eV) = 4.748 / 4.651
- LUMO energy (alpha / beta) (eV) = -10.100 / -10.172

The geometry in XYZ format:
```
96
C31H57CeN2O2P2S | the OMol25 dataset | ωB97M-V/def2-TZVPD
C -2.43 1.10 -1.41
C -2.55 -1.14 -0.67
C -3.57 0.96 -2.19
C -3.82 -1.26 -1.29
C -4.32 -0.23 -2.06
H -3.86 1.76 -2.85
H -4.35 -2.19 -1.14
H -5.27 -0.32 -2.57
N -1.93 0.10 -0.65
P -0.77 2.79 0.13
P -0.31 -2.69 0.43
C -1.64 2.41 -1.45
H -0.89 2.32 -2.26
H -2.30 3.24 -1.74
C -1.94 -2.28 -0.07
H -2.65 -3.09 0.14
C 0.30 -3.69 -1.09
C -0.57 -3.77 2.03
C 0.77 3.83 -0.33
C -2.16 3.68 1.05
C 1.84 -3.60 -1.03
H 2.23 -3.98 -0.08
H 2.28 -4.20 -1.84
H 2.17 -2.56 -1.14
C -0.20 -5.14 -1.08
H 0.19 -5.73 -0.25
H -1.29 -5.18 -1.08
H 0.15 -5.62 -2.01
C -0.22 -3.04 -2.38
H 0.18 -3.59 -3.25
H -1.31 -3.08 -2.43
H 0.09 -2.00 -2.47
C 0.81 -4.37 2.37
H 1.59 -3.60 2.47
H 0.75 -4.91 3.33
H 1.15 -5.09 1.61
C -1.06 -2.86 3.16
H -0.36 -2.05 3.41
H -2.04 -2.42 2.94
H -1.18 -3.47 4.07
C -1.60 -4.89 1.88
H -1.37 -5.61 1.09
H -1.61 -5.45 2.83
H -2.62 -4.51 1.73
C -1.68 3.97 2.48
H -2.48 4.52 3.00
H -1.51 3.04 3.04
H -0.77 4.58 2.52
C -3.39 2.76 1.10
H -3.83 2.60 0.11
H -3.16 1.78 1.55
H -4.15 3.24 1.73
C -2.57 4.98 0.33
H -3.52 5.31 0.76
H -1.85 5.79 0.49
H -2.73 4.84 -0.74
C 1.07 3.71 -1.83
H 0.27 4.13 -2.45
H 1.98 4.28 -2.06
H 1.25 2.67 -2.14
C 1.96 3.28 0.48
H 2.23 2.25 0.20
H 2.85 3.91 0.28
H 1.78 3.31 1.57
C 0.56 5.31 0.00
H -0.21 5.76 -0.64
H 0.32 5.48 1.06
H 1.50 5.85 -0.21
Ce 0.11 0.14 0.91
C -1.57 0.55 2.79
O -2.27 0.54 3.71
N 1.10 0.01 -1.19
C 1.52 -0.30 -2.24
C 2.49 -0.24 -3.41
C 2.11 -1.24 -4.50
C 2.53 1.16 -4.01
C 3.88 -0.56 -2.86
H 2.06 -2.27 -4.11
H 1.14 -0.98 -4.94
H 2.86 -1.22 -5.30
H 2.90 1.90 -3.30
H 3.23 1.15 -4.86
H 1.55 1.48 -4.39
H 4.59 -0.60 -3.69
H 4.20 0.23 -2.17
H 3.90 -1.53 -2.34
C 1.66 0.81 4.77
S 2.80 0.67 3.39
C 3.57 -0.87 3.90
O 1.87 0.22 2.20
H 2.27 1.09 5.64
H 1.16 -0.16 4.96
H 0.91 1.59 4.57
H 2.81 -1.58 4.22
H 4.15 -1.26 3.05
H 4.25 -0.62 4.73
```

These are the Mulliken partial charges, in e, on atoms 1 to 8: -0.533, 0.758, -0.736, -0.889, -0.990, 0.606, 0.584, 0.485

---

# 3
A molecular structure, C3H4BaLiO3 at a distorted geometry. Source: the OMol25 dataset; level of theory: ωB97M-V/def2-TZVPD.

Calculated values
- 2S+1 = 2
- net charge = 0
- Kohn-Sham gap (alpha / beta) (eV) = 3.158 / 6.621
- LUMO energy (alpha / beta) (eV) = -0.381 / -0.410

The geometry in XYZ format:
```
12
C3H4BaLiO3 | the OMol25 dataset | ωB97M-V/def2-TZVPD
H -1.93 -1.26 0.37
C -1.12 -0.68 -0.11
C 0.20 -1.05 0.56
O 1.37 -1.00 -0.31
C 1.79 0.14 -0.96
O 1.95 1.18 0.18
Ba 0.27 1.28 1.42
O -1.39 0.72 0.08
H -1.12 -0.90 -1.19
H 0.18 -2.07 0.97
H 2.36 1.95 -0.23
Li -2.56 1.70 -0.77
```

These are the Mulliken partial charges, in e, on atoms 1 to 8: 0.237, 0.148, -1.048, -0.192, 0.057, -0.511, 1.086, -0.648

---

# 4
C4H5NO in the gas phase at a distorted geometry. Source: the OMol25 dataset; level of theory: ωB97M-V/def2-TZVPD.

Calculated values
- net charge = 0
- Kohn-Sham gap (eV) = 9.536
- SMILES = C1=NO[C@@H]2C[C@H]12
- LUMO energy (eV) = 0.732

The geometry in XYZ format:
```
11
C4H5NO | the OMol25 dataset | ωB97M-V/def2-TZVPD
C -0.30 1.19 0.02
N -1.39 0.34 0.21
O -0.96 -0.98 -0.01
C 0.33 -0.79 -0.41
C 1.17 -0.21 0.66
C 0.82 0.53 -0.55
H -0.43 2.20 -0.07
H 0.74 -1.54 -1.10
H 0.98 0.01 1.73
H 2.33 -0.64 0.76
H 1.71 1.10 -1.05
```

These are the Mulliken partial charges, in e, on atoms 1 to 8: -0.465, -0.340, -0.218, -0.202, -0.582, 0.162, 0.483, 0.370

---

Energy above the lowest of the compared OMol25 structures with the same formula, charge and spin, record by record: 0.000, 0.000, 0.000, 5.301 eV